Record 1
Computed, not measured: a structure of composition C29H37AsN3NiO2Se4Si2 in a non-equilibrium geometry, with ωB97M-V/def2-TZVPD.

Summary:
Total charge ... -1
M ... 965.3 g/mol
HOMO-LUMO gap (spin up / spin down) ... 0.192 / 0.192 Eh
HOMO (spin up / spin down) ... -3.2 / -3.2 eV
LUMO energy (spin up / spin down) ... 2.014 / 2.014 eV

The geometry in XYZ format:
```
79
C29H37AsN3NiO2Se4Si2 ωB97M-V/def2-TZVPD
Ni 0.080 1.078 0.011
C 1.223 0.841 4.453
O 2.338 1.089 3.571
C 1.785 1.163 2.334
N 0.523 1.153 2.242
C -0.011 1.201 3.602
C -1.217 0.346 3.882
C -1.697 -0.576 2.962
C -2.874 -1.269 3.219
C -3.560 -1.063 4.407
C -3.065 -0.167 5.346
C -1.904 0.540 5.078
C 2.659 1.344 1.167
C 4.008 1.633 1.272
C 4.714 1.924 0.120
C 4.045 1.962 -1.092
C 2.690 1.679 -1.112
N 2.020 1.328 -0.007
C 1.870 1.780 -2.329
N 0.630 1.576 -2.319
C 0.150 1.631 -3.697
C 1.386 2.170 -4.463
O 2.467 2.086 -3.509
C -1.091 2.467 -3.885
C -1.303 3.612 -3.125
C -2.439 4.383 -3.324
C -3.362 4.027 -4.300
C -3.159 2.880 -5.055
C -2.028 2.101 -4.845
H 1.339 1.445 5.350
H 1.222 -0.218 4.723
H -0.300 2.245 3.768
H -1.167 -0.720 2.027
H -3.280 -1.938 2.472
H -4.490 -1.587 4.598
H -3.600 0.004 6.272
H -1.536 1.267 5.796
H 4.477 1.627 2.246
H 5.771 2.150 0.168
H 4.547 2.221 -2.013
H -0.084 0.604 -3.996
H 1.252 3.213 -4.751
H 1.646 1.578 -5.338
H -0.595 3.880 -2.347
H -2.601 5.258 -2.706
H -4.245 4.633 -4.464
H -3.883 2.583 -5.805
H -1.878 1.196 -5.425
Se -2.050 1.245 -0.472
Se -3.158 2.284 1.146
Se -1.762 4.356 1.197
Se 0.176 3.648 0.338
C -2.878 -2.062 -1.590
Si -1.346 -2.772 -0.746
C -0.706 -4.089 -1.961
C -1.955 -3.751 0.768
As 0.387 -1.189 -0.733
Si 1.944 -2.483 0.455
C 1.258 -3.875 1.544
C 3.342 -1.764 1.520
C 2.965 -3.339 -0.901
H -3.535 -2.852 -1.967
H -2.577 -1.432 -2.432
H -3.452 -1.428 -0.912
H -1.507 -4.750 -2.312
H 0.064 -4.713 -1.495
H -0.257 -3.595 -2.825
H -3.048 -3.785 0.800
H -1.611 -3.317 1.707
H -1.587 -4.779 0.728
H 0.517 -3.499 2.253
H 2.060 -4.349 2.119
H 0.775 -4.644 0.935
H 2.997 -1.195 2.388
H 4.000 -1.117 0.934
H 3.946 -2.595 1.895
H 2.325 -3.906 -1.582
H 3.710 -4.024 -0.478
H 3.492 -2.587 -1.496
```

Record 2
Computed, not measured: a cluster of 8 separate species, C29H37BrCl14F3N3O2S2 in total in a non-equilibrium geometry, with ωB97M-V/def2-TZVPD.

Summary:
Total charge ... 0
M ... 1157.0 g/mol
SMILES ... C[C@@H](F)Cc1cc2c(c(S)c1CC(=O)F)N(CCC(N)=O)c1c(cc(Br)c(CCN)c1F)S2.ClCCl.ClCCl.ClCCl.ClCCl.ClCCl.ClCCl.ClCCl
HOMO-LUMO gap ... 0.317 Eh
HOMO ... -8.5 eV
LUMO energy ... 0.146 eV

The geometry in XYZ format:
```
91
C29H37BrCl14F3N3O2S2 ωB97M-V/def2-TZVPD
C -0.243 2.182 -3.082
C 1.126 2.127 -2.375
F 0.921 2.611 -1.063
C 1.724 0.677 -2.270
C 1.143 0.058 -0.992
C -0.210 -0.305 -1.048
C -0.786 -0.819 0.091
C -0.096 -1.004 1.303
C 1.253 -0.662 1.322
S 2.199 -0.913 2.832
C 1.886 -0.123 0.169
C 3.355 0.239 0.258
C 3.624 1.437 1.172
O 2.815 2.196 1.610
F 4.949 1.572 1.515
N -0.746 -1.522 2.489
C -1.004 -2.987 2.352
C -0.176 -3.889 3.296
C -0.187 -3.469 4.768
N 0.776 -2.585 5.268
O -1.026 -3.960 5.509
C -1.964 -0.789 2.740
C -2.934 -0.587 1.745
C -4.104 0.098 1.955
C -4.373 0.650 3.205
Br -6.035 1.584 3.378
C -3.432 0.501 4.222
C -3.622 1.125 5.614
C -4.961 0.794 6.337
N -5.488 -0.541 6.020
C -2.261 -0.229 3.982
F -1.363 -0.381 4.973
S -2.524 -1.266 0.136
H -0.303 3.010 -3.798
H -0.465 1.221 -3.572
H -1.083 2.338 -2.378
H 1.815 2.831 -2.855
H 2.807 0.820 -2.187
H 1.408 0.144 -3.174
H -0.796 -0.186 -1.956
H 3.209 -1.689 2.351
H 3.854 -0.611 0.750
H 3.856 0.345 -0.720
H -0.725 -3.257 1.319
H -2.070 -3.244 2.438
H 0.866 -3.939 2.943
H -0.560 -4.919 3.278
H 0.607 -2.469 6.265
H 0.669 -1.664 4.844
H -4.808 0.229 1.133
H -3.588 2.221 5.467
H -2.762 0.879 6.248
H -5.678 1.584 6.056
H -4.874 0.866 7.433
H -6.133 -0.779 6.768
H -6.060 -0.510 5.180
C 0.442 2.817 -6.755
Cl -0.082 1.132 -6.865
Cl 1.744 3.012 -5.578
H 0.801 3.132 -7.729
H -0.402 3.428 -6.450
C -1.354 5.156 -0.455
Cl -1.432 5.581 -2.170
Cl -2.153 3.615 -0.140
H -0.314 5.073 -0.158
H -1.845 5.934 0.118
C 2.331 2.972 -10.866
Cl 2.395 1.295 -10.312
Cl 2.256 4.100 -9.505
H 3.222 3.185 -11.447
H 1.446 3.105 -11.479
C -0.044 -1.918 -8.890
Cl -0.876 -2.573 -7.472
Cl 1.500 -2.730 -9.173
H -0.676 -2.056 -9.760
H 0.142 -0.862 -8.729
C -2.579 -3.208 7.729
Cl -1.916 -2.441 9.185
Cl -4.281 -2.803 7.501
H -2.021 -2.864 6.870
H -2.480 -4.283 7.825
C 2.989 -3.834 -1.597
Cl 4.578 -4.103 -0.865
Cl 2.169 -2.442 -0.858
H 3.121 -3.640 -2.657
H 2.383 -4.723 -1.455
C 6.778 1.296 -1.411
Cl 6.650 1.720 -3.122
Cl 6.039 -0.276 -1.076
H 7.826 1.254 -1.136
H 6.270 2.052 -0.822
```

Record 3
Computed, not measured: a cluster of 4 separate species, C29H38BCl6NO6 in total in a non-equilibrium geometry, with ωB97M-V/def2-TZVPD.

Summary:
Total charge ... 0
M ... 720.2 g/mol
SMILES ... COB(O)c1cc(CCO)c2c(c1)C(=O)C(CCCNCc1ccccc1O)=CC2=O.ClCCCl.ClCCCl.ClCCCl
HOMO-LUMO gap ... 0.251 Eh
HOMO ... -7.9 eV
LUMO energy ... -1.040 eV

The geometry in XYZ format:
```
81
C29H38BCl6NO6 ωB97M-V/def2-TZVPD
C 3.394 6.655 2.575
O 1.959 6.769 2.816
B 1.517 5.769 3.760
O 1.723 5.904 5.197
C 0.724 4.482 3.168
C 0.563 4.304 1.615
C -0.175 3.086 0.969
C -0.354 2.851 -0.598
C -1.662 3.528 -1.233
O -1.574 4.975 -1.275
C -0.750 2.021 1.943
C -0.596 2.169 3.507
C 0.139 3.401 4.137
C -1.185 0.987 4.440
O -1.735 1.215 5.546
C -1.041 -0.491 3.795
C -0.692 -1.699 4.775
C -0.168 -3.021 4.036
C 1.158 -2.784 3.133
N 0.844 -3.273 1.729
C 1.720 -2.594 0.733
C 0.954 -2.268 -0.663
C -0.535 -2.590 -0.929
C -1.209 -2.221 -2.303
C -0.368 -1.541 -3.447
C 1.133 -1.204 -3.165
C 1.789 -1.548 -1.787
O 3.159 -1.172 -1.626
C -1.198 -0.618 2.375
C -1.505 0.676 1.457
O -2.290 0.636 0.478
H 3.631 5.717 1.947
H 3.924 6.589 3.600
H 3.769 7.556 1.956
H 2.639 6.247 5.293
H 1.031 5.094 0.923
H -0.359 1.722 -0.827
H 0.588 3.289 -1.104
H -2.567 3.129 -0.652
H -1.720 3.176 -2.332
H -1.670 5.317 -0.359
H 0.288 3.519 5.260
H 0.171 -1.326 5.453
H -1.534 -1.996 5.491
H 0.142 -3.761 4.869
H -0.977 -3.479 3.368
H 1.510 -1.699 3.152
H 1.985 -3.497 3.521
H 0.975 -4.304 1.707
H 2.133 -1.585 1.095
H 2.632 -3.246 0.454
H -1.160 -3.084 -0.110
H -2.305 -2.450 -2.534
H -0.831 -1.291 -4.472
H 1.753 -0.699 -3.989
H 3.523 -0.924 -2.504
H -1.089 -1.628 1.852
Cl -1.709 -1.093 -6.200
C -2.706 -2.568 -6.166
C -4.177 -2.269 -6.370
Cl -4.883 -1.396 -4.987
H -2.526 -3.076 -5.216
H -2.344 -3.212 -6.970
H -4.733 -3.203 -6.472
H -4.345 -1.673 -7.269
Cl 3.168 0.770 5.231
C 2.050 0.733 6.619
C 2.645 0.017 7.814
Cl 2.829 -1.732 7.527
H 1.121 0.264 6.292
H 1.835 1.771 6.878
H 1.987 0.128 8.678
H 3.624 0.421 8.078
Cl -0.016 -3.297 -9.239
C -0.907 -4.483 -10.226
C -2.087 -3.859 -10.943
Cl -3.379 -3.374 -9.815
H -1.219 -5.300 -9.573
H -0.199 -4.882 -10.956
H -2.526 -4.583 -11.633
H -1.790 -2.979 -11.516
```